An isolated ion of composition C6H15N3S and charge +2 in a non-equilibrium geometry, computed with ωB97M-V/def2-TZVPD.

Results
energy above the lowest of the compared OMol25 structures with the same formula, charge and spin = 368.7 kJ/mol
HOMO (spin up / spin down) = -17.623 / -17.614 eV
molar mass = 161.274 u
total energy = -799.220336 Eh
E_LUMO (spin up / spin down) = -10.5 / -10.5 eV
gap between HOMO and LUMO (spin up / spin down) = 0.2634 / 0.2631 Ha
net charge = +2

Geometry (Å):
C -0.3091 0.3139 0.5201
C 0.6556 -2.0790 -1.9262
C -1.7631 2.3372 0.6434
C -1.2214 1.5635 -1.6571
C 1.8847 -0.4772 -0.0795
C 0.2878 -1.1639 2.8104
N 0.0053 -1.2266 -1.1342
N -1.1873 1.3524 -0.2697
N 0.4943 -0.5058 -0.2358
S -0.2715 0.4462 2.2291
H 1.6082 -1.7505 -2.4108
H 0.1339 -2.5755 -2.7211
H 0.8860 -3.0416 -1.3756
H -0.9064 2.9497 1.0285
H -2.1798 1.8463 1.6724
H -2.3644 2.9995 0.0821
H -2.4011 1.5852 -1.9771
H -0.8452 0.6945 -2.0695
H -0.7222 2.4270 -2.0912
H 2.0960 -1.5819 0.0032
H 2.3234 0.1419 0.6978
H 2.4351 -0.0657 -0.9126
H -0.2398 -1.3645 3.7313
H 1.2598 -0.8357 3.2246
H 0.3412 -1.9891 2.2177

Atom charges from the natural (NBO) analysis, given in e for atoms 1 to 2: number 1, C, carries 0.240; number 2, C, carries -0.565